Molecular formula: CH6NPS
Method: DFT, ωB97M-V/def2-TZVPD

The geometry in XYZ format:
```
10
Properties=species:S:1:pos:R:3:forces:R:3
H 0.593 -0.160 2.502 0.0 0.1 -2.4
H -2.496 0.399 -0.874 1.3 -0.7 -0.1
P -1.304 -0.473 -0.552 -1.8 -0.2 -1.7
N -0.390 -0.412 -2.017 -1.3 0.5 -0.4
C 0.750 0.131 1.379 2.4 1.4 1.3
S -0.548 1.163 0.692 0.5 0.9 2.2
H 1.739 0.748 1.385 -1.7 -0.8 0.1
H -0.969 -0.123 -2.826 0.5 -0.5 0.5
H 0.100 -1.264 -2.203 0.3 -0.5 -0.2
H 0.955 -0.651 0.621 -0.3 -0.3 0.9
```
Positions in Å, forces in eV/Å.

Properties
Relative energy (zero: lowest compared OMol25 entry of this formula, charge and spin)   220.8 kJ/mol
Expectation value of S²   2.0109
Spin multiplicity   3
E_tot   -835.82418 hartree
Charge   0
Lowest unoccupied orbital energy (spin up / spin down)   0.92 / -2.66 eV
Largest force on an atom   0.0599 Eh/bohr